1.
Density functional theory data (ωB97M-V/def2-TZVPD) for an isolated molecule of C3H7NO2S in a non-equilibrium geometry.

Cartesian coordinates (Å):
C 1.9699 0.5748 0.0019
C 0.8345 -0.3440 -0.3508
C -0.4826 0.2548 0.0454
O -0.5450 1.2999 0.6480
N -1.6156 -0.3875 -0.3661
O -1.5982 -1.7676 -0.2755
S -3.1413 0.2782 0.3183
H 3.0003 0.2369 -0.4795
H 2.1016 0.6935 1.1442
H 1.8058 1.5613 -0.5097
H 0.9815 -1.2941 -0.0008
H 0.7115 -0.4283 -1.4365
H -1.6754 -2.0607 0.5965
H -2.3468 1.3828 0.6645

As for the multiplicity: 1. Its charge is 0. Its energy relative to the best compared isomer or geometry (same formula, charge and spin) is 79.05 kcal/mol. As for the SMILES: CCC(=O)N(O)S. As for the lowest unoccupied orbital energy: 0.023 Eh.



2.
Density functional theory data (ωB97M-V/def2-TZVPD) for an isolated molecule of C2H6N2OS in a non-equilibrium geometry.

Cartesian coordinates (Å):
H 0.1449 2.2497 0.1696
N -0.5788 1.6396 -0.0150
C -0.0854 0.4631 -0.0395
C 1.3655 0.0269 0.2256
O 1.5899 -1.2854 -0.0483
N -0.8676 -0.7034 -0.0556
S -2.5286 -0.5666 0.1924
H 2.0002 0.6349 -0.3826
H 1.6184 0.2774 1.2797
H 0.8333 -1.7563 0.3564
H -0.7038 -1.2488 -0.8500
H -2.7881 0.2689 -0.8327

As for the multiplicity: 1. Its charge is 0. Its energy relative to the best compared isomer or geometry (same formula, charge and spin) is 42.05 kcal/mol. As for the SMILES: [H]/N=C(\CO)NS. As for the lowest unoccupied orbital energy: 0.024 Eh.



3.
Density functional theory data (ωB97M-V/def2-TZVPD) for a structure of composition C9H13NTl in a non-equilibrium geometry.

Cartesian coordinates (Å):
C 0.0715 -1.7098 -1.4978
C -1.2495 -1.7907 -0.9682
C -1.1763 -2.3811 0.3251
C 0.2017 -2.6666 0.6005
C 0.9697 -2.2633 -0.5416
Tl 0.2729 0.0342 1.2182
C -0.9487 1.8232 -0.5509
C 0.3785 1.9789 -1.0052
C 0.8240 2.4349 -2.2259
N 1.4651 1.5504 0.0458
H -2.0235 -2.6311 0.9647
H -2.1597 -1.5012 -1.4935
H 0.5861 -3.1875 1.4777
H 2.0410 -2.4090 -0.6827
H 0.3395 -1.3343 -2.4856
H -1.6767 1.3288 -1.1925
H 2.1893 1.0477 -0.4892
H -1.2780 2.3010 0.3751
H 0.0804 2.7666 -2.9544
H 1.8892 2.5014 -2.4354
C -0.1649 0.9279 3.1550
H -1.2489 0.9712 3.3247
H 0.2824 1.9325 3.1509
H 0.3346 0.2758 3.8851

As for the multiplicity: 1. Its charge is -1. As for the lowest unoccupied orbital energy (alpha / beta): 0.099 / 0.099 Eh.



4.
Density functional theory data (ωB97M-V/def2-TZVPD) for a structure of composition C9H9Br2N2O2 in a non-equilibrium geometry.

Cartesian coordinates (Å):
C 0.9404 0.3824 0.7555
C 0.6518 1.4659 -1.3631
C -0.2547 -0.2760 0.6497
C -0.5745 0.8883 -1.4836
C 1.4384 1.2706 -0.1981
C -1.0135 -0.0688 -0.4823
C -3.5480 -2.2708 0.0792
C -3.7575 -0.0048 0.1836
C 2.8730 1.7565 0.0416
N -4.0453 -3.4885 0.2697
N -2.2367 -0.5671 -0.7755
O -4.3750 -1.2562 0.3436
O -2.4044 -2.0194 -0.4192
Br -4.5004 1.1988 -1.0745
Br -3.1972 0.6490 1.8208
H 1.7391 0.0210 1.3696
H 1.0386 2.1399 -2.1052
H -0.5436 -0.9583 1.4298
H -1.1724 0.8509 -2.4007
H 3.0280 2.8824 -0.2417
H 3.1650 1.5332 1.0711
H 3.3682 1.2338 -0.8586
H -4.9796 -3.4738 0.5790
H -3.7065 -4.3568 -0.1175

As for the multiplicity: 1. Its charge is +1. Its energy relative to the best compared isomer or geometry (same formula, charge and spin) is 0.00 kcal/mol. As for the lowest unoccupied orbital energy: -0.132 Eh.



5.
Density functional theory data (ωB97M-V/def2-TZVPD) for a cluster of 3 separate species, C4H17O5P2S3 in total.

Cartesian coordinates (Å):
O 0.3605 1.4953 4.2423
P 0.1549 0.4921 3.1989
S -1.0226 1.3332 1.5462
P -3.2210 1.4126 2.3017
O -3.2915 -0.1885 2.2426
O -3.0361 1.5933 3.8875
H 1.2789 0.0148 2.5197
H -0.6957 -0.5818 3.4844
H -0.6750 2.6303 1.5903
H -3.8155 -0.5851 2.9544
H -3.1440 2.5052 4.2006
C 0.7753 0.9118 -1.8950
S 0.8866 2.5227 -1.1352
O -0.5121 3.0337 -1.0094
C 1.6659 3.3857 -2.4922
H 0.2419 0.2781 -1.1912
H 0.2249 0.9750 -2.8340
H 1.7782 0.5170 -2.0575
H 1.0304 3.3122 -3.3740
H 2.6458 2.9468 -2.6757
H 1.7766 4.4261 -2.1960
C -0.2610 -2.4349 -1.7085
S 0.1818 -3.3332 -0.2240
O 0.7835 -2.3402 0.7230
C 1.5428 -4.2526 -0.9351
H -1.0612 -1.7486 -1.4369
H 0.6073 -1.8840 -2.0662
H -0.6231 -3.1243 -2.4702
H 2.2808 -3.5560 -1.3313
H 1.1603 -4.9056 -1.7189
H 1.9820 -4.8508 -0.1403

As for the multiplicity: 1. Its charge is +1. As for the lowest unoccupied orbital energy: -0.142 Eh.



6.
Density functional theory data (ωB97M-V/def2-TZVPD) for a structure of composition C55H51Cl2IN3OP2PbSTe.

Cartesian coordinates (Å):
Pb -0.8985 1.0445 0.2091
C 1.8803 2.6674 -2.5417
P 2.8142 1.2053 -1.8587
C 2.7107 0.0146 -3.2416
C 1.6962 -0.0232 -4.1901
C 1.6048 -1.0783 -5.0908
C 2.5352 -2.1023 -5.0647
C 3.5666 -2.0660 -4.1339
C 3.6465 -1.0235 -3.2301
C 4.5153 1.8491 -2.0459
C 5.1872 1.9392 -3.2633
C 6.4680 2.4625 -3.3191
C 7.0917 2.9071 -2.1595
C 6.4314 2.8251 -0.9434
C 5.1512 2.2906 -0.8879
C 1.5608 3.6561 -1.4868
C 1.9221 5.0541 -1.4930
C 1.3957 5.5836 -0.3583
C 0.7172 4.4889 0.3081
C -0.0725 4.5884 1.5615
P -0.3715 2.9814 2.4008
C -1.5379 3.5032 3.6924
C -2.8853 3.5408 3.3354
C -3.8328 3.9717 4.2496
C -3.4431 4.3496 5.5267
C -2.1044 4.3029 5.8881
C -1.1510 3.8831 4.9732
C 1.1817 2.6070 3.2678
C 1.1903 1.5036 4.1231
C 2.3585 1.1084 4.7504
C 3.5412 1.7999 4.5173
C 3.5469 2.8844 3.6552
C 2.3723 3.2872 3.0333
N 0.8513 3.3463 -0.3810
H 2.4580 3.1429 -3.3374
H 0.9496 2.2911 -2.9735
H 0.9450 0.7550 -4.2409
H 0.7960 -1.0927 -5.8086
H 2.4601 -2.9253 -5.7617
H 4.3028 -2.8590 -4.1076
H 4.4582 -1.0059 -2.5089
H 4.7077 1.5916 -4.1716
H 6.9822 2.5252 -4.2689
H 8.0943 3.3107 -2.2057
H 6.9143 3.1660 -0.0375
H 4.6376 2.2099 0.0642
H 2.4876 5.5472 -2.2657
H 1.4348 6.6008 -0.0090
H 0.3573 5.3200 2.2524
H -1.0759 4.9574 1.3076
H -3.1931 3.2239 2.3469
H -4.8751 4.0002 3.9639
H -4.1844 4.6772 6.2435
H -1.7995 4.5952 6.8842
H -0.1075 3.8512 5.2611
H 0.2725 0.9523 4.2967
H 2.3513 0.2549 5.4145
H 4.4557 1.4904 5.0059
H 4.4666 3.4204 3.4629
H 2.3982 4.1274 2.3521
Cl 2.5278 -0.6516 1.4630
C 2.5401 -1.8330 0.1349
Cl 1.1013 -1.7278 -0.8787
H 2.5629 -2.8232 0.5798
H 3.4126 -1.6551 -0.4861
I -3.3243 0.1588 1.7376
S -3.7791 5.0070 -1.1291
C -2.8716 3.7597 -0.6553
N -2.1807 2.8857 -0.2885
C -2.5113 -5.2501 5.4626
C -2.5455 -4.5912 4.1138
C -3.5213 -4.9028 3.1830
C -3.5724 -4.3067 1.9243
C -4.7180 -4.7060 1.0255
C -2.5880 -3.3698 1.5915
Te -3.0553 -2.5589 -0.3678
N -2.0219 -1.0043 -1.2544
C -2.7132 -0.9588 -2.4055
O -3.5389 -1.8350 -2.7410
C -2.5356 0.2180 -3.3222
C -1.5465 1.1799 -3.1757
C -1.5069 2.2953 -3.9972
C -2.4469 2.4405 -5.0067
C -3.4115 1.4624 -5.1920
C -3.4569 0.3596 -4.3547
C -2.2462 -4.2611 -1.3943
C -3.0569 -4.6551 -2.4614
C -2.7774 -5.7945 -3.1923
C -1.6631 -6.5542 -2.8668
C -0.8632 -6.1643 -1.8111
C -1.1316 -5.0235 -1.0478
C -0.1820 -4.7506 0.0857
C -1.5924 -3.0370 2.5069
C -0.4704 -2.0892 2.2266
C -1.5916 -3.6521 3.7529
H -3.3665 -5.9091 5.6015
H -2.5223 -4.5082 6.2616
H -1.6045 -5.8450 5.5824
H -4.2849 -5.6281 3.4394
H -5.2975 -5.4877 1.5141
H -4.3871 -5.1026 0.0636
H -5.3913 -3.8695 0.8289
H -0.7752 1.0615 -2.4289
H -0.7588 3.0604 -3.8360
H -2.4296 3.3167 -5.6405
H -4.1450 1.5685 -5.9794
H -4.2184 -0.3987 -4.4689
H -3.9201 -4.0603 -2.7255
H -3.4277 -6.0830 -4.0066
H -1.4165 -7.4423 -3.4336
H 0.0128 -6.7504 -1.5588
H -0.3423 -5.4719 0.8903
H -0.2852 -3.7576 0.5031
H 0.8441 -4.8645 -0.2682
H -0.4896 -1.7354 1.1999
H 0.4889 -2.5789 2.4012
H -0.5309 -1.2206 2.8827
H -0.8108 -3.3848 4.4570

As for the multiplicity: 2. Its charge is 0. As for the lowest unoccupied orbital energy (alpha / beta): 0.013 / -0.067 Eh.



7.
Density functional theory data (ωB97M-V/def2-TZVPD) for a structure of composition C28H70As2F12Mg2NO17 in a non-equilibrium geometry.

Cartesian coordinates (Å):
Mg 1.0167 3.3024 -0.1072
Mg -1.8280 -2.8000 -2.5712
N 3.3246 3.1771 -2.0878
O 2.3224 2.6832 -1.4246
O 3.1287 4.1867 -2.7671
O 4.3921 2.5725 -2.0470
As -3.4862 -0.6126 -4.9605
F -3.1085 -1.8955 -6.0837
F -1.9000 0.0402 -5.2248
F -3.8719 0.6041 -3.7789
F -4.9860 -1.4233 -4.5501
F -2.7944 -1.6031 -3.6340
F -4.1621 0.3284 -6.2493
As -0.3840 0.1178 -0.9338
F -0.9493 -0.5884 0.5505
F 0.3203 1.4988 -0.0858
F 0.1462 0.7640 -2.4381
F -1.0250 -1.3219 -1.7820
F -1.9308 0.8909 -1.1061
F 1.1484 -0.6937 -0.7379
C -3.4064 1.0297 2.3994
O -3.3232 2.4481 2.4036
C -4.3452 3.0462 3.1760
C -4.0667 4.5054 3.4570
O -4.1696 5.3912 2.3739
C -3.6566 6.6668 2.6730
H -4.1916 0.7091 1.7110
H -3.6201 0.6681 3.4087
H -2.4451 0.6238 2.0973
H -4.5519 2.5619 4.1356
H -5.2644 2.9334 2.5803
H -3.0122 4.4925 3.7792
H -4.6569 4.8149 4.3256
H -3.8448 7.2882 1.7977
H -2.5824 6.6609 2.8807
H -4.1952 7.1539 3.4912
C -4.4068 -1.8524 -1.0009
O -3.2453 -2.6642 -1.1849
C -3.2314 -3.8811 -0.4474
C -1.7875 -4.2962 -0.2174
O -1.0654 -4.2040 -1.4364
C 0.1301 -4.9921 -1.4541
H -5.1884 -2.2332 -1.6575
H -4.1723 -0.8519 -1.3741
H -4.6889 -1.6545 0.0324
H -3.7701 -4.6586 -1.0092
H -3.8310 -3.8409 0.4647
H -1.8324 -5.2945 0.2311
H -1.3961 -3.7030 0.6173
H 0.8099 -4.5812 -0.7032
H 0.5750 -4.8821 -2.4357
H -0.0532 -6.0335 -1.1852
C -4.1314 -4.4615 -3.8312
O -2.7709 -4.0621 -3.7370
C -1.8657 -4.8495 -4.5075
C -0.7307 -3.8861 -4.9128
O -0.3974 -3.0237 -3.8052
C 0.9069 -2.4581 -4.0829
H -4.2780 -5.4622 -3.4184
H -4.4752 -4.4268 -4.8664
H -4.7737 -3.7515 -3.3173
H -2.3897 -5.2783 -5.3595
H -1.4791 -5.6265 -3.8393
H -0.9888 -3.3046 -5.7992
H 0.1256 -4.5003 -5.2037
H 0.7900 -1.9421 -5.0401
H 1.6792 -3.2253 -4.1057
H 1.1736 -1.6796 -3.3702
C 3.6114 -0.6167 7.4240
O 3.0219 -1.1014 6.2360
C 3.6936 -0.7208 5.0592
C 3.1809 -1.5212 3.8952
O 1.8158 -1.1832 3.7286
C 1.0399 -2.0719 2.9563
H 2.9857 -1.0228 8.2147
H 3.6623 0.4747 7.3933
H 4.6214 -0.9860 7.6372
H 4.7738 -0.8842 5.1787
H 3.5732 0.3643 4.9331
H 3.3193 -2.5961 4.0540
H 3.7117 -1.2851 2.9624
H 1.0190 -1.7037 1.9186
H -0.0086 -1.9662 3.2447
H 1.4299 -3.0889 3.0249
C -0.1778 3.8947 -2.9762
O -0.3295 3.7017 -1.5807
C -1.2899 4.5532 -0.9836
C -1.6132 4.1237 0.4362
O -0.3713 3.8508 1.1362
C -0.4487 4.0961 2.5235
H 0.1865 4.8879 -3.2441
H -1.1522 3.8343 -3.4793
H 0.3885 3.0832 -3.4169
H -2.2286 4.5785 -1.5444
H -0.9065 5.5829 -0.9815
H -2.3197 3.2955 0.4441
H -2.1544 4.9445 0.9100
H -0.8520 5.0476 2.8697
H 0.5204 3.9592 3.0026
H -1.0723 3.3356 3.0018
C 4.0391 -0.7012 -2.3961
O 4.1900 -2.1032 -2.3315
C 3.5104 -2.6501 -1.2392
C 3.7679 -4.1284 -1.1253
O 3.1469 -4.7853 -2.2342
C 3.4637 -6.1680 -2.2372
H 4.8065 -0.2104 -2.9941
H 4.0823 -0.2290 -1.4107
H 3.0924 -0.4434 -2.8851
H 2.4402 -2.4261 -1.2313
H 3.8677 -2.2057 -0.2978
H 3.3576 -4.5631 -0.2092
H 4.8454 -4.3107 -1.1944
H 3.3151 -6.6761 -1.2787
H 4.5370 -6.2113 -2.4631
H 2.9413 -6.6979 -3.0302
C 2.5236 5.9337 3.6625
O 2.8474 5.2578 2.4591
C 3.6342 4.1222 2.7118
C 3.5589 3.1384 1.5574
O 2.2395 2.6296 1.3030
C 1.9368 1.5320 2.1837
H 3.3814 6.2583 4.2559
H 1.7832 5.3597 4.2240
H 2.0602 6.8805 3.3718
H 3.3817 3.5807 3.6326
H 4.6989 4.3680 2.7986
H 4.3028 2.3557 1.6955
H 3.7842 3.7084 0.6531
H 2.4934 0.6668 1.8345
H 0.8712 1.3552 2.3193
H 2.1864 1.8426 3.2034

As for the multiplicity: 1. Its charge is +1. As for the lowest unoccupied orbital energy: -0.072 Eh.



8.
Density functional theory data (ωB97M-V/def2-TZVPD) for a structure of composition C18H17BN8ORh in a non-equilibrium geometry.

Cartesian coordinates (Å):
Rh -0.7628 0.0058 -0.5769
C 1.7473 1.0557 2.9905
C 1.5446 0.2620 1.8636
N 0.4240 0.6365 1.2659
N -0.1139 1.6390 1.9610
C 0.6676 1.9178 3.0108
B -1.4284 2.2916 1.5136
N -2.4984 1.1817 1.4367
C -3.6297 1.0526 2.1361
C -4.2818 -0.0941 1.7135
C -3.4632 -0.6231 0.7226
N -2.3977 0.1633 0.5721
N -1.2249 2.7957 0.0710
C -1.3134 4.0432 -0.3991
C -1.2416 3.9997 -1.7799
C -1.1050 2.6508 -2.0839
N -1.0841 1.9441 -0.9528
H 2.5608 1.0009 3.6825
H 2.1334 -0.5413 1.4675
H 0.4106 2.7015 3.6947
H -1.7586 3.1616 2.2311
H -3.9089 1.7657 2.8849
H -5.2112 -0.4878 2.0668
H -3.5921 -1.5042 0.1221
H -1.4088 4.8835 0.2569
H -1.2860 4.8149 -2.4683
H -1.0595 2.1681 -3.0426
O -0.5822 -1.8971 -0.3431
C 0.3588 -2.7663 -0.4072
C 0.2712 -3.9895 0.2623
C 1.2257 -4.9873 0.0971
C 2.3492 -4.7478 -0.7123
C 2.5188 -3.5431 -1.3437
C 1.5660 -2.4803 -1.2228
C 1.7405 -1.2401 -1.8085
N 0.9257 -0.1109 -1.7339
C 1.6394 0.9075 -2.2708
C 2.8396 0.4542 -2.7562
N 2.9120 -0.8683 -2.4696
H -0.5712 -4.1320 0.9210
H 1.0930 -5.9467 0.5660
H 3.0871 -5.5259 -0.8414
H 3.3740 -3.4070 -1.9854
H 1.2727 1.9155 -2.3039
H 3.6195 0.9791 -3.2646
H 3.6420 -1.4995 -2.7436

As for the multiplicity: 1. Its charge is +1. As for the lowest unoccupied orbital energy (alpha / beta): -0.170 / -0.195 Eh.



no.,energy (eV)
1,-19642.1765
2,-18032.9819
3,-15722.7802
4,-156628.6352
5,-65737.4203
6,-139480.5314
7,-231643.4989
8,-36591.2093